No. 1
Below is a molecular structure, C26H39AsN3O6S2Si3W, with properties calculated with wB97M-V/def2-TZVPD.

Charge: +1
Kohn-Sham gap (alpha / beta) (eV): 7.329 / 6.772
Energy relative to the best compared isomer or geometry (same formula, charge and spin) (kcal per mole): 0.0
Spin multiplicity: 3

Positions of all 81 atoms, in Å:
1 W -0.4182 0.9066 -0.3183
2 O -3.8544 0.6611 -2.5553
3 C -3.0617 0.7785 -1.6664
4 O -1.7458 0.6158 -1.7650
5 C -3.4415 1.0747 -0.2438
6 C -4.7079 1.2391 0.2783
7 C -4.8214 1.5834 1.6197
8 C -3.6856 1.7552 2.4050
9 C -2.4549 1.5503 1.8167
10 N -2.3692 1.1946 0.5363
11 C -1.1014 1.5716 2.4659
12 O -0.9039 1.9514 3.5811
13 O -0.1894 1.0497 1.6380
14 H -5.5680 1.1086 -0.3638
15 H -5.8000 1.7226 2.0595
16 H -3.7408 2.0245 3.4506
17 O 3.5085 4.1432 0.7764
18 C 4.1113 3.1326 0.1298
19 C 5.4968 3.0296 0.2656
20 C 6.1919 2.0399 -0.3906
21 C 5.5281 1.1177 -1.2044
22 C 4.1613 1.1967 -1.3206
23 C 3.4284 2.1860 -0.6511
24 C 1.9674 2.1844 -0.7683
25 O 1.3732 1.0655 -1.1947
26 N 1.2877 3.2188 -0.3847
27 N -0.1087 3.0356 -0.5137
28 C -0.7614 4.1504 -0.5342
29 S 0.0465 5.6845 -0.4779
30 C -1.4848 6.6420 -0.2905
31 C -2.5840 5.9358 -1.0561
32 S -2.4970 4.1748 -0.6280
33 H 2.5564 4.1331 0.5628
34 H 5.9997 3.7576 0.8876
35 H 7.2673 1.9862 -0.2813
36 H 6.0826 0.3580 -1.7376
37 H 3.6223 0.5012 -1.9456
38 H -1.2984 7.6362 -0.6938
39 H -1.7232 6.7238 0.7689
40 H -2.4588 6.0401 -2.1325
41 H -3.5719 6.2927 -0.7698
42 C -0.1248 -4.5925 -2.0204
43 Si -0.8654 -2.8757 -2.0261
44 C -0.3031 -1.9021 -3.5106
45 C -2.7262 -2.9700 -1.9345
46 As -0.1035 -1.7128 -0.0884
47 Si 2.2083 -2.2415 0.2241
48 C 2.9250 -0.8859 1.2856
49 C 2.3620 -3.8882 1.0775
50 C 2.9514 -2.3168 -1.4899
51 Si -1.2584 -2.6208 1.7874
52 C -3.0138 -1.9707 1.7787
53 C -0.3545 -2.0764 3.3267
54 C -1.3032 -4.4827 1.6407
55 H -0.5084 -5.1475 -2.8811
56 H -0.3836 -5.1582 -1.1246
57 H 0.9627 -4.5691 -2.1086
58 H -0.6573 -2.3983 -4.4181
59 H 0.7845 -1.8418 -3.5682
60 H -0.7128 -0.8909 -3.5037
61 H -3.0946 -3.5137 -2.8088
62 H -3.1883 -1.9828 -1.9572
63 H -3.0732 -3.5035 -1.0476
64 H 2.5525 -0.9650 2.3085
65 H 2.6964 0.1132 0.9184
66 H 4.0135 -0.9813 1.3203
67 H 1.9264 -3.8742 2.0771
68 H 3.4226 -4.1320 1.1855
69 H 1.8916 -4.6905 0.5064
70 H 2.5984 -1.5034 -2.1224
71 H 2.6987 -3.2610 -1.9767
72 H 4.0412 -2.2553 -1.4346
73 H -3.0629 -0.9496 2.1632
74 H -3.6326 -2.5884 2.4344
75 H -3.4606 -1.9942 0.7837
76 H -0.2039 -0.9959 3.3506
77 H 0.6213 -2.5554 3.4164
78 H -0.9357 -2.3540 4.2102
79 H -1.9017 -4.8097 0.7881
80 H -1.7599 -4.9045 2.5399
81 H -0.3051 -4.9108 1.5443

Here are the Mulliken charges for atoms 1 to 4, given in e: number 1, W, carries 1.14; number 2, O, carries -0.64; number 3, C, carries 0.08; number 4, O, carries -0.47

---

No. 2
Below is a molecular structure, C26H39BCl4F2MgN2Na2O14 at a distorted geometry, with properties calculated with wB97M-V/def2-TZVPD.

Charge: 0
Kohn-Sham gap (eV): 0.697
Spin multiplicity: 1

Positions of all 91 atoms, in Å:
1 C 2.7361 0.6575 1.9187
2 C 2.0955 -0.0872 0.5676
3 N 0.7882 0.6478 0.2900
4 C -0.3499 -0.3191 0.0607
5 C -1.5376 0.2153 -0.9329
6 C -2.8447 -0.8272 -0.8875
7 C -2.5235 -2.4538 -0.9404
8 N -2.6657 -3.0163 0.4896
9 C -3.1812 -1.9718 1.5021
10 O -3.0959 -1.9998 2.8342
11 C -3.7838 -0.8383 0.4630
12 C -4.3882 0.5666 1.0518
13 C -5.9806 0.8329 0.2940
14 C -6.2210 2.4497 -0.2912
15 O -6.9315 1.8166 1.0500
16 C 0.9261 1.6791 -0.8048
17 C 1.2980 1.4049 -2.3776
18 O 0.7644 2.9764 -0.4320
19 H 2.8016 1.8098 1.6180
20 H 3.7927 0.2240 2.2016
21 H 1.9565 0.5542 2.8131
22 H 2.8392 -0.0673 -0.3433
23 H 1.8073 -1.1912 0.8947
24 H 0.0323 -1.3566 -0.3565
25 H -0.8290 -0.5247 1.1345
26 H -1.2008 0.2069 -2.0783
27 H -1.8928 1.2918 -0.6435
28 H -3.5840 -0.4955 -1.7425
29 H -3.3928 -2.8453 -1.6494
30 H -1.5181 -2.6877 -1.4907
31 H -1.7655 -3.4437 0.8093
32 H -4.7637 -1.3959 0.0708
33 H -4.5958 0.5560 2.2088
34 H -3.7798 1.5209 0.7158
35 H -6.4659 -0.1073 -0.3802
36 H -5.4709 3.2935 0.0169
37 H -7.2525 2.6152 -0.8523
38 H 2.0982 2.1518 -2.7902
39 H 1.5680 0.2604 -2.5794
40 H 0.2897 1.5860 -2.9909
41 Cl -7.1525 3.2452 2.8141
42 C 5.3662 3.6228 1.1426
43 C 6.5567 4.2854 1.7564
44 O 6.7972 3.5123 2.9168
45 C 6.2510 2.2812 2.6938
46 O 6.4192 1.3122 3.4152
47 O 5.4932 2.2760 1.5584
48 H 5.3668 3.6934 0.0515
49 H 4.4214 4.0231 1.5248
50 H 7.4402 4.2388 1.1109
51 H 6.3629 5.3290 2.0188
52 Mg -8.0525 -0.1249 1.8425
53 C 8.7175 3.8413 5.9316
54 C 9.7323 4.9510 6.1460
55 O 9.2514 6.0560 6.5221
56 O 10.9307 4.6238 5.9194
57 H 7.7006 4.1852 6.1432
58 H 8.7573 3.4975 4.8936
59 H 8.9426 2.9995 6.5933
60 B 0.4249 -3.9880 -5.3091
61 O -0.5599 -4.7790 -6.0548
62 C -1.7744 -4.3594 -5.6746
63 O -2.8216 -4.8130 -6.1070
64 C -1.6437 -3.3127 -4.6980
65 O -2.5600 -2.7189 -4.1530
66 O -0.3468 -3.0721 -4.4622
67 F 1.2619 -3.2339 -6.2294
68 F 1.2470 -4.8599 -4.4846
69 O 1.6155 2.5049 3.9446
70 C 0.4675 2.2857 4.2944
71 O -0.6260 2.4508 3.4936
72 C -1.8066 2.2096 4.2577
73 C -1.3618 1.3610 5.4199
74 C 0.0451 1.8455 5.6633
75 H -2.2174 3.1725 4.5792
76 H -2.5483 1.6969 3.6383
77 H -2.0131 1.4516 6.2933
78 H -1.3403 0.3056 5.1219
79 H 0.0683 2.7055 6.3383
80 H 0.6869 1.0435 6.0351
81 Na -3.1525 0.5244 2.8233
82 Cl -1.7498 -8.9728 -9.2740
83 C -2.0849 -7.2935 -8.7835
84 C -3.5748 -7.0211 -8.6485
85 Cl -4.4078 -7.0425 -10.2227
86 H -1.6177 -6.6265 -9.5147
87 H -1.5903 -7.1410 -7.8198
88 H -3.7338 -6.0272 -8.2198
89 H -4.0610 -7.7542 -7.9973
90 Na -1.6525 3.1337 0.1967
91 Cl -1.6525 -5.2130 -7.8833

Here are the Mulliken charges for atoms 1 to 4, given in e: number 1, C, carries -0.40; number 2, C, carries -0.68; number 3, N, carries 1.04; number 4, C, carries -0.43